{
  "formula": "C79H93CaGeN2O6Si",
  "method": "wB97M-V/def2-TZVPD",
  "energy_ha": -6671.39244,
  "multiplicity": 2,
  "charge": -2,
  "orbital_gap_ev": [6.084, 6.373],
  "symbols": ["C", "C", "C", "C", "C", "H", "H", "H", "H", "H", "C", "H", "C", "C", "H", "H", "H", "H", "Ge", "H", "H", "H", "H", "H", "H", "H", "C", "H", "C", "H", "H", "H", "C", "H", "C", "C", "H", "C", "H", "Ca", "C", "H", "Si", "H", "C", "C", "C", "H", "H", "C", "H", "H", "H", "H", "H", "O", "H", "H", "H", "H", "C", "C", "H", "H", "C", "H", "C", "C", "C", "O", "C", "C", "C", "H", "H", "H", "H", "H", "H", "H", "C", "C", "H", "C", "H", "H", "H", "C", "O", "C", "C", "H", "H", "H", "H", "C", "C", "C", "C", "H", "C", "C", "C", "C", "H", "C", "C", "H", "H", "C", "H", "H", "C", "H", "H", "C", "H", "H", "O", "H", "C", "H", "H", "H", "C", "H", "C", "H", "C", "C", "C", "H", "H", "N", "C", "H", "C", "C", "O", "C", "H", "C", "C", "C", "O", "C", "C", "H", "H", "C", "C", "H", "C", "C", "C", "C", "C", "C", "C", "H", "C", "H", "C", "H", "C", "H", "C", "H", "C", "H", "H", "H", "N", "H", "H", "H", "H", "H", "H", "H", "C", "C", "C"],
  "coordinates": [[-2.03, -0.32, -4.88], [2.50, -2.42, -5.44], [4.45, -4.06, -2.53], [-4.85, -0.01, -2.33], [-7.07, 0.10, -1.10], [4.75, -1.99, -2.08], [6.34, 2.73, 0.09], [1.17, -5.49, -3.30], [2.89, 5.20, 4.48], [2.16, 4.49, -1.44], [3.83, -5.24, -2.15], [0.29, 5.16, -0.01], [3.92, 6.57, 3.23], [0.60, -5.27, -4.21], [3.57, -0.62, -5.66], [0.05, -0.12, -4.32], [-3.06, -4.98, 1.43], [-5.83, -2.45, -3.05], [3.05, -1.15, 0.28], [-6.90, -0.12, 4.13], [4.82, 0.83, -4.67], [3.97, 3.55, 5.52], [-5.70, 0.85, 3.27], [-0.25, -3.09, -0.19], [-1.33, 4.88, -0.64], [8.39, 1.35, -0.11], [-2.95, 1.17, -1.40], [-1.31, -2.21, -4.12], [4.30, 5.86, 0.97], [3.09, -3.16, 5.11], [0.40, -1.33, 1.42], [8.23, -1.11, 0.07], [-0.38, 4.39, -0.44], [-3.62, -1.48, 5.36], [-2.72, 0.06, -3.55], [3.86, 1.97, 4.07], [-4.95, -3.29, 4.18], [-3.23, -4.69, 0.39], [5.98, 2.71, 6.63], [0.21, 0.51, -0.89], [-0.57, 3.32, 0.64], [-3.27, 2.34, 0.37], [2.47, 2.62, 2.91], [2.57, -6.18, -0.69], [3.30, 5.36, 3.49], [2.50, -2.75, 4.31], [0.14, 4.10, 3.74], [-5.92, -2.34, -1.29], [-1.67, 5.17, 4.19], [4.28, -2.92, -1.77], [-2.89, -2.33, -4.91], [3.94, -6.14, -2.75], [3.60, 3.90, 0.48], [-6.20, -2.85, 3.00], [0.41, -6.19, -4.76], [2.12, 1.72, 1.67], [5.07, -4.03, -3.42], [-4.22, -3.17, 1.99], [1.74, 2.90, -0.74], [-4.85, 1.08, -0.48], [-2.63, -3.15, -1.47], [0.91, 2.96, 3.94], [0.67, -2.83, 5.43], [1.88, 3.06, -2.49], [0.37, -2.07, 3.44], [-8.09, -0.26, -3.53], [-1.10, 4.26, 4.35], [4.48, 0.78, 3.67], [3.18, 4.36, 2.52], [3.10, 0.94, -2.08], [-1.28, 1.26, 1.50], [1.72, -3.22, -4.58], [-6.12, -0.15, 3.37], [-0.35, -4.80, -3.94], [-1.63, 1.92, 2.31], [-2.01, -2.30, -1.76], [-7.41, -2.34, -2.25], [-1.25, 1.32, 6.00], [-6.95, 1.09, -3.67], [-5.17, -0.77, 5.87], [-5.69, -2.53, 3.91], [-6.31, -0.47, -2.30], [4.18, -2.52, 3.00], [1.38, -2.77, -3.33], [-0.26, -0.02, -6.06], [-8.10, -0.26, -1.11], [-2.96, -5.53, -0.24], [-3.19, -0.02, 2.45], [-1.00, -0.97, -0.25], [1.13, -2.57, 4.48], [-2.19, 0.05, 1.50], [6.03, -2.20, 0.29], [-6.61, -0.21, -0.16], [4.69, 6.05, -0.02], [-2.57, 3.38, 5.64], [-7.03, 0.01, -3.57], [3.05, -5.26, -1.00], [5.56, 2.16, 5.79], [4.44, 6.83, 1.96], [-0.69, -4.80, -0.38], [4.01, 1.40, -4.20], [-0.63, 0.26, -5.07], [-2.49, 2.21, -0.40], [2.89, -4.11, -0.24], [-2.43, 3.14, -0.97], [-1.91, -1.85, -4.96], [3.21, 0.53, -3.23], [-4.49, -0.91, -4.22], [0.96, 1.06, 4.93], [-1.93, -1.05, 0.65], [4.04, 0.24, 2.85], [7.09, 0.65, 5.82], [-0.12, 4.75, -2.79], [-6.43, -2.48, 4.72], [-6.60, -0.45, -4.46], [-2.37, -3.48, 0.01], [-3.68, -2.87, -1.62], [-0.67, -4.06, 1.24], [1.35, -4.43, -5.08], [-3.01, 1.27, -5.99], [-0.86, 2.11, 5.38], [4.44, 2.23, -3.64], [4.13, 1.61, 0.37], [-7.09, 1.19, -1.13], [-4.41, -0.77, 5.09], [0.38, 5.73, -2.70], [0.38, 1.97, 4.77], [-1.20, 4.92, -2.88], [5.04, 1.03, 0.28], [-4.05, -0.33, -3.42], [-2.88, 0.19, -6.06], [2.28, -4.14, 0.66], [-2.39, -0.06, -7.01], [-1.18, 2.03, 0.24], [-3.95, -1.16, 2.65], [-3.96, 0.22, 5.05], [6.09, -1.12, 0.26], [3.69, 4.65, 1.26], [1.36, -1.10, -1.72], [0.98, -1.72, 2.25], [-6.58, -0.42, 2.42], [2.65, -0.71, -3.71], [-2.10, 0.78, -2.48], [2.95, -1.21, -5.00], [-0.85, 1.11, -2.48], [2.36, -1.85, 2.07], [-6.38, -2.00, -2.22], [-0.26, 0.95, 1.77], [6.08, -0.61, 3.93], [-0.90, -3.88, 0.18], [-3.66, -2.26, 1.84], [-1.18, 3.78, 1.43], [7.33, -0.50, 0.12], [3.50, -2.91, -0.61], [1.78, -1.48, -2.86], [1.56, 3.57, -1.58], [-2.68, -2.24, 0.86], [4.93, -0.36, 0.33], [4.42, 2.63, 5.16], [-4.30, -4.49, 0.25], [-1.60, 3.26, 5.17], [4.93, 7.77, 1.75], [6.18, 1.00, 5.35], [-3.36, 0.86, 3.07], [5.62, 0.30, 4.29], [0.78, -3.35, -2.64], [7.42, 0.88, 0.03], [-1.42, -2.15, -5.89], [3.11, -2.39, 3.11], [0.40, 3.08, 1.08], [-3.88, -0.27, -6.07], [0.51, 4.88, 3.08], [0.14, 3.87, -1.68], [2.73, -2.79, -6.42], [0.22, 4.27, -3.71], [-2.40, -4.01, -2.10], [3.35, 1.78, -4.98], [-0.64, 1.35, -4.99], [4.02, 7.32, 4.01], [-0.71, -1.94, 3.54], [-4.27, 0.77, -1.34], [6.27, 1.65, 0.13], [-5.03, -1.16, 3.74]]
}